[1]
Computed, not measured: C45H57N7O5STi as an isolated structure, with ωB97M-V/def2-TZVPD.

## Properties
multiplicity: 2
orbital gap (alpha / beta): 4.5 / 2.3 eV
net charge: -1
E: -3756.2065 hartree
M: 855.929 g/mol
HOMO level (alpha / beta): -3.5 / -3.5 eV

XYZ file:
```
116
C45H57N7O5STi (ωB97M-V/def2-TZVPD)
Ti 0.392 -1.594 -2.481
N -0.226 0.537 -2.465
C -0.454 1.128 -3.775
C -0.373 -0.043 -4.832
O -0.422 0.200 -6.009
N -0.078 -1.271 -4.263
C -0.125 -2.339 -5.170
C 0.381 -3.629 -4.466
O 0.404 -4.723 -4.891
O 0.681 -3.327 -3.223
H -1.044 0.500 -1.850
H 0.365 1.149 -1.941
H 0.356 1.845 -4.010
H -1.373 1.634 -3.880
H 0.542 -2.195 -6.058
H -1.177 -2.558 -5.525
C 4.714 0.586 3.335
C 4.304 1.479 2.165
C 5.544 2.369 1.901
C 3.135 2.384 2.524
C 3.820 0.672 0.917
C 2.564 0.088 0.927
C 2.058 -0.527 -0.237
N 0.852 -1.110 -0.417
C -0.127 -1.410 0.550
C 0.002 -1.302 1.929
C -1.007 -1.823 2.664
C -2.169 -2.236 1.959
C -2.393 -2.335 0.556
C -1.186 -2.027 -0.161
O -1.099 -2.224 -1.454
C -3.772 -2.689 0.128
C -3.667 -3.893 -0.834
C -4.273 -1.421 -0.662
C -4.739 -3.041 1.278
C -1.023 -1.921 4.178
C 0.393 -1.389 4.609
C -1.208 -3.289 4.812
C -2.156 -1.076 4.736
C 2.836 -0.586 -1.446
O 2.377 -1.208 -2.542
C 4.178 -0.066 -1.448
C 4.646 0.573 -0.265
C 5.083 -0.275 -2.693
C 5.336 -1.777 -2.829
C 4.393 0.220 -4.009
C 6.380 0.398 -2.604
H 4.951 1.346 4.098
H 5.594 -0.029 3.179
H 3.900 0.007 3.740
H 5.564 3.158 2.635
H 5.385 2.928 0.959
H 6.525 1.919 1.730
H 3.293 2.993 3.429
H 2.224 1.797 2.841
H 2.884 3.039 1.679
H 1.950 0.222 1.810
H 0.861 -0.847 2.419
H -3.016 -2.470 2.575
H -2.898 -3.807 -1.615
H -4.650 -4.023 -1.275
H -3.360 -4.792 -0.368
H -3.556 -1.278 -1.483
H -4.338 -0.567 -0.026
H -5.202 -1.733 -1.221
H -4.447 -3.919 1.862
H -5.689 -3.327 0.767
H -5.097 -2.245 1.890
H 1.125 -2.046 4.045
H 0.537 -1.446 5.699
H 0.445 -0.341 4.424
H -0.277 -3.810 4.632
H -2.042 -3.910 4.430
H -1.431 -3.125 5.847
H -2.373 -0.165 4.150
H -1.981 -0.800 5.770
H -3.102 -1.604 4.657
H 5.570 1.087 -0.386
H 4.463 -2.387 -2.994
H 5.783 -2.164 -1.896
H 6.066 -1.990 -3.603
H 3.637 -0.424 -4.498
H 5.190 0.149 -4.825
H 4.143 1.308 -4.133
H 6.904 0.117 -1.673
H 6.408 1.472 -2.616
H 6.981 0.135 -3.455
S -0.338 3.542 -1.400
C -1.719 2.950 -0.491
N -1.817 2.864 0.783
N -0.677 3.182 1.469
C -0.653 3.133 2.830
C 0.486 3.743 3.411
C 0.555 3.840 4.801
C -0.565 3.377 5.576
C -1.701 2.870 4.931
C -1.790 2.746 3.543
N -2.996 2.574 -1.138
N -2.987 2.492 -2.373
C -4.218 2.050 -3.006
C -4.296 2.252 -4.415
C -5.439 1.914 -5.110
C -6.517 1.240 -4.433
C -6.433 1.152 -3.081
C -5.276 1.482 -2.372
H 0.146 3.417 0.878
H 1.225 4.191 2.785
H 1.340 4.217 5.515
H -0.440 3.255 6.661
H -2.554 2.491 5.483
H -2.695 2.273 3.173
H -3.483 2.819 -4.853
H -5.670 2.032 -6.147
H -7.393 0.937 -5.024
H -7.325 0.717 -2.628
H -5.343 1.368 -1.300
```

These are the Mulliken partial charges, in e, on atoms 1 to 99:
1 Ti -0.88
2 N 0.66
3 C -0.12
4 C 0.05
5 O -0.70
6 N 0.57
7 C -0.48
8 C 0.48
9 O -0.69
10 O -0.43
11 H -0.20
12 H -0.05
13 H 0.33
14 H 0.07
15 H 0.31
16 H 0.29
17 C -1.66
18 C 2.43
19 C -2.26
20 C -1.69
21 C -0.48
22 C 0.15
23 C 0.67
24 N 0.02
25 C 0.02
26 C -0.53
27 C 0.06
28 C -0.49
29 C -0.86
30 C 0.54
31 O -0.55
32 C 3.18
33 C -1.73
34 C -1.65
35 C -2.51
36 C 2.16
37 C -1.75
38 C -1.74
39 C -1.60
40 C 0.67
41 O -0.76
42 C -0.54
43 C -0.13
44 C 2.75
45 C -1.66
46 C -1.61
47 C -2.55
48 H 0.48
49 H 0.38
50 H 0.19
51 H 0.41
52 H 0.47
53 H 0.38
54 H 0.50
55 H 0.14
56 H 0.38
57 H -0.55
58 H 0.00
59 H 0.39
60 H 0.10
61 H 0.49
62 H 0.46
63 H 0.20
64 H 0.44
65 H 0.39
66 H 0.47
67 H 0.45
68 H 0.38
69 H 0.45
70 H 0.48
71 H 0.18
72 H 0.46
73 H 0.20
74 H 0.48
75 H -0.05
76 H 0.50
77 H 0.46
78 H 0.72
79 H 0.31
80 H 0.33
81 H 0.44
82 H 0.20
83 H 0.45
84 H 0.23
85 H 0.41
86 H 0.42
87 H 0.51
88 S -0.38
89 C 0.26
90 N -0.55
91 N 0.42
92 C 0.70
93 C -0.75
94 C -0.45
95 C -0.61
96 C -0.32
97 C -0.44
98 N -0.43
99 N 0.17



[2]
Computed, not measured: C45H57N7O5STi as an isolated structure, with ωB97M-V/def2-TZVPD.

## Properties
multiplicity: 2
orbital gap (alpha / beta): 7.3 / 5.1 eV
net charge: -1
E: -3756.2105 hartree
M: 855.929 g/mol
HOMO level (alpha / beta): -5.1 / -5.2 eV

XYZ file:
```
116
C45H57N7O5STi (ωB97M-V/def2-TZVPD)
Ti -0.098 0.243 2.624
N 1.016 1.286 4.252
C 0.565 2.752 4.397
C -0.649 3.033 3.516
O -1.102 4.177 3.640
N -1.099 2.004 2.831
C -2.539 1.727 2.819
C -2.753 0.591 3.814
O -3.764 0.295 4.376
O -1.615 -0.077 3.918
H 0.889 0.832 5.144
H 1.961 1.287 3.959
H 1.390 3.464 4.300
H 0.193 2.923 5.431
H -2.849 1.391 1.824
H -3.069 2.604 3.009
C -3.474 -0.454 -3.539
C -4.091 -1.342 -2.448
C -4.477 -2.675 -3.124
C -5.485 -0.660 -1.978
C -3.232 -1.530 -1.180
C -2.243 -0.577 -0.955
C -1.521 -0.501 0.277
N -0.682 0.412 0.782
C -0.110 1.430 -0.018
C -0.731 2.100 -1.089
C -0.141 3.261 -1.614
C 1.140 3.581 -1.104
C 1.791 2.879 -0.104
C 1.088 1.930 0.573
O 1.306 1.504 1.775
C 3.169 3.216 0.413
C 3.072 4.122 1.631
C 3.952 4.027 -0.616
C 3.914 1.970 0.731
C -0.854 4.089 -2.684
C -1.465 3.161 -3.807
C -2.016 4.944 -2.092
C 0.181 5.052 -3.295
C -1.646 -1.621 1.168
O -0.736 -1.558 2.078
C -2.689 -2.615 0.947
C -3.428 -2.502 -0.252
C -2.934 -3.753 1.913
C -4.211 -4.522 1.636
C -2.993 -3.063 3.305
C -1.742 -4.678 1.904
H -3.989 -0.519 -4.500
H -2.412 -0.760 -3.637
H -3.487 0.545 -3.216
H -5.207 -2.530 -3.939
H -4.890 -3.431 -2.423
H -3.630 -3.177 -3.568
H -6.129 -0.352 -2.760
H -5.280 0.307 -1.430
H -6.051 -1.261 -1.257
H -2.033 0.143 -1.724
H -1.689 1.669 -1.309
H 1.585 4.437 -1.508
H 2.720 5.125 1.377
H 4.039 4.306 2.110
H 2.381 3.656 2.388
H 3.364 4.950 -0.833
H 4.165 3.515 -1.570
H 4.857 4.407 -0.230
H 3.442 1.396 1.556
H 4.879 2.318 1.028
H 4.060 1.392 -0.198
H -2.035 2.413 -3.305
H -0.699 2.773 -4.388
H -2.103 3.723 -4.465
H -2.721 4.334 -1.567
H -2.573 5.480 -2.838
H -1.590 5.614 -1.341
H 1.161 4.580 -3.579
H 0.418 5.799 -2.505
H -0.186 5.540 -4.235
H -4.340 -3.132 -0.447
H -4.895 -3.759 1.383
H -4.523 -5.153 2.489
H -3.898 -5.159 0.752
H -3.941 -2.552 3.293
H -2.144 -2.415 3.485
H -3.038 -3.798 4.126
H -1.555 -5.018 0.874
H -1.942 -5.500 2.603
H -0.827 -4.086 2.225
S 2.165 -1.306 3.363
C 2.899 -2.412 2.348
N 4.108 -2.834 2.486
N 4.536 -3.667 1.391
C 5.380 -3.022 0.520
C 5.437 -1.637 0.442
C 6.253 -1.118 -0.578
C 7.020 -1.909 -1.416
C 7.046 -3.249 -1.199
C 6.242 -3.839 -0.263
N 2.225 -2.783 1.068
N 1.857 -1.798 0.427
C 1.190 -2.117 -0.783
C 1.163 -1.067 -1.685
C 0.452 -1.250 -2.859
C -0.353 -2.375 -3.016
C -0.414 -3.346 -2.035
C 0.353 -3.234 -0.911
H 4.918 -4.543 1.738
H 4.856 -0.933 1.082
H 6.207 -0.045 -0.791
H 7.595 -1.443 -2.224
H 7.722 -3.985 -1.871
H 6.219 -4.871 -0.026
H 1.792 -0.128 -1.504
H 0.373 -0.390 -3.525
H -0.980 -2.491 -3.857
H -1.020 -4.230 -2.193
H 0.305 -3.959 -0.136
```

These are the Mulliken partial charges, in e, on atoms 1 to 99:
1 Ti -1.14
2 N -0.39
3 C -0.80
4 C 0.62
5 O -0.79
6 N 0.57
7 C -0.77
8 C 0.80
9 O -0.72
10 O -0.54
11 H 0.36
12 H 0.22
13 H 0.37
14 H 0.41
15 H -0.17
16 H 0.84
17 C -2.03
18 C 1.40
19 C -1.61
20 C -1.56
21 C 0.87
22 C -0.79
23 C 0.03
24 N 2.48
25 C -0.53
26 C -1.35
27 C -0.35
28 C -0.41
29 C -0.20
30 C -0.61
31 O -0.03
32 C 2.79
33 C -1.78
34 C -2.22
35 C -1.77
36 C 2.09
37 C -1.70
38 C -1.73
39 C -2.00
40 C 1.37
41 O -0.42
42 C -0.42
43 C -0.31
44 C 2.29
45 C -2.05
46 C -1.74
47 C -1.49
48 H 0.50
49 H 0.20
50 H 0.37
51 H 0.45
52 H 0.28
53 H 0.34
54 H 0.51
55 H 0.26
56 H 0.32
57 H -0.15
58 H 1.05
59 H 0.62
60 H 0.36
61 H 0.53
62 H -0.07
63 H 0.45
64 H 0.31
65 H 0.51
66 H -0.10
67 H 0.73
68 H 0.35
69 H 0.22
70 H 0.46
71 H 0.52
72 H 0.36
73 H 0.47
74 H 0.35
75 H 0.34
76 H 0.37
77 H 0.36
78 H 0.10
79 H 0.46
80 H 0.42
81 H 0.30
82 H 0.44
83 H 0.23
84 H 0.42
85 H 0.20
86 H 0.61
87 H 0.11
88 S -0.55
89 C 0.77
90 N -0.81
91 N 0.02
92 C 0.61
93 C -0.09
94 C -0.27
95 C -0.78
96 C -0.10
97 C -0.95
98 N -0.96
99 N 0.92